[1]
The following is a DFT calculation (ωB97M-V/def2-TZVPD) of a cluster of 8 separate species, C62H62BBrF2IN3O35P in total at a distorted geometry.

```
168
Properties=species:S:1:pos:R:3:forces:R:3:lowdin_charge:R:1
C 1.100 -2.650 3.120 -0.4 0.1 -0.1 -0.110
C 0.419 -1.438 2.485 0.2 -0.2 -0.6 -0.237
C 1.346 -0.644 1.538 0.2 0.2 0.8 -0.175
C 1.392 0.843 1.899 0.2 -0.2 0.1 -0.119
C 1.748 1.787 0.736 -1.6 0.4 -0.8 -0.313
C 2.669 1.223 -0.360 0.7 -0.3 0.5 -0.084
C 3.981 0.448 -0.064 -0.1 -0.2 -0.1 -0.093
C 4.961 0.918 0.976 0.9 0.1 -0.3 -0.503
N 4.567 0.867 2.336 -0.5 0.5 -0.1 0.153
O 6.075 1.299 0.661 -0.6 -0.1 0.3 0.058
O 0.503 1.856 0.002 0.1 -0.2 -0.1 0.004
B -0.271 3.042 0.275 -0.1 -0.6 1.0 -0.947
C -1.429 2.923 1.454 -0.3 0.6 -0.7 -0.553
I -2.986 1.515 0.891 0.1 -0.2 0.2 0.884
C -2.120 4.238 1.794 0.1 0.0 0.6 -0.348
C -3.108 4.170 2.976 0.3 0.0 -0.3 -0.146
N -0.940 3.349 -1.153 0.9 0.4 -0.2 0.206
C -1.051 4.598 -1.654 -0.5 0.2 -1.2 -0.562
O -1.263 4.933 -2.792 0.2 0.1 0.7 0.116
F -0.988 5.521 -0.686 0.0 0.3 0.2 0.118
C -0.620 2.401 -2.142 0.4 0.0 -0.2 -0.487
O 0.207 2.409 -2.990 -0.5 0.2 0.3 0.169
F -1.429 1.332 -2.013 0.0 -0.4 0.0 0.066
O 0.713 3.991 0.847 0.0 0.2 -0.4 -0.048
C 1.917 3.314 1.162 -0.1 -0.2 0.1 -0.480
C 2.096 3.424 2.690 0.7 0.2 -0.3 -0.133
C 2.621 4.734 3.287 -0.1 -0.6 0.3 -0.162
N 4.102 4.751 3.460 -0.3 0.7 0.4 -0.056
C 4.772 5.950 2.943 0.3 0.3 -0.3 -0.246
C 6.201 5.663 2.483 0.0 -0.3 0.2 -0.074
C 4.537 4.432 4.739 0.5 0.2 0.1 -0.495
C 3.871 3.284 5.457 0.3 -0.1 0.1 0.007
O 5.455 5.033 5.289 -0.4 -0.4 -0.4 0.047
P 3.141 4.477 0.336 -0.2 0.3 0.2 0.720
O 4.465 3.523 0.131 -0.2 0.0 -0.1 -0.359
Br 2.452 4.718 -1.791 -0.1 -0.3 0.0 0.447
H 1.717 -2.351 3.967 0.2 -0.1 0.0 0.071
H 0.356 -3.365 3.466 0.1 0.1 0.2 0.032
H 1.716 -3.161 2.381 0.2 0.0 0.0 0.069
H -0.424 -1.800 1.898 -0.2 0.1 0.1 0.102
H 0.027 -0.772 3.251 -0.1 0.0 0.1 0.102
H 1.040 -0.769 0.503 0.0 -0.1 -0.1 0.117
H 2.348 -1.046 1.690 0.1 -0.1 -0.4 0.085
H 0.384 1.107 2.207 0.0 0.2 0.0 0.100
H 2.025 0.978 2.769 0.2 -0.2 0.0 0.092
H 2.906 1.992 -1.083 -0.2 0.3 0.0 0.071
H 2.019 0.526 -0.881 0.0 -0.1 -0.1 0.121
H 4.571 0.432 -0.979 -0.1 0.0 -0.2 0.115
H 3.726 -0.594 0.147 0.0 0.0 0.3 0.102
H 4.728 -0.031 2.768 -0.2 -0.1 0.0 0.101
H 5.023 1.616 2.840 0.4 -0.2 0.1 0.086
H -0.983 2.567 2.381 -0.1 -0.4 0.0 0.054
H -1.312 4.910 2.091 0.1 0.1 -0.2 0.106
H -2.601 4.663 0.919 0.0 0.1 -0.1 0.093
H -2.963 3.244 3.530 -0.1 -0.1 0.1 0.049
H -2.932 4.995 3.665 -0.1 0.1 0.0 0.060
H -4.133 4.215 2.622 -0.2 -0.1 0.1 0.054
H 1.125 3.204 3.126 -0.1 -0.1 0.0 0.129
H 2.796 2.654 2.993 0.0 -0.1 0.1 0.063
H 2.305 5.604 2.723 0.1 0.1 -0.1 0.109
H 2.168 4.829 4.274 -0.1 0.1 0.1 0.115
H 4.202 6.320 2.097 -0.2 -0.1 0.0 0.066
H 4.782 6.739 3.696 -0.1 0.0 0.2 0.113
H 6.886 6.449 2.792 0.0 0.2 -0.1 0.070
H 6.250 5.523 1.406 0.0 0.0 -0.1 0.057
H 6.564 4.748 2.945 0.0 -0.1 0.0 0.069
H 4.620 2.878 6.130 0.0 0.0 0.1 0.085
H 3.536 2.489 4.801 -0.2 0.0 -0.1 0.060
H 3.043 3.643 6.065 -0.2 0.0 0.0 0.089
H 4.907 3.777 -0.688 0.3 -0.1 0.1 0.045
C 7.063 -2.655 -2.621 0.1 0.0 -0.1 0.078
C 6.642 -2.340 -1.384 0.0 0.1 0.0 -0.225
C 5.915 -3.335 -0.507 -0.1 -0.3 -0.1 -0.306
O 5.588 -2.961 0.603 0.0 0.1 0.1 0.106
C 5.650 -4.659 -1.034 0.0 0.0 0.1 0.075
C 6.070 -4.966 -2.268 -0.1 -0.1 0.1 -0.233
C 6.816 -3.979 -3.133 0.1 0.3 0.0 -0.302
O 7.168 -4.376 -4.233 -0.1 -0.1 0.0 0.076
O 5.876 -6.146 -2.838 0.0 0.0 0.0 0.116
O 6.815 -1.161 -0.828 0.1 -0.1 -0.1 0.123
H 7.584 -1.951 -3.254 0.0 0.0 0.0 0.137
H 5.117 -5.360 -0.407 0.0 0.0 0.0 0.135
H 6.281 -6.085 -3.725 0.0 0.0 -0.1 0.117
H 6.420 -1.205 0.064 0.0 0.2 0.1 0.102
C 10.567 -7.558 -8.130 0.1 -0.1 0.0 0.069
C 9.416 -6.971 -8.483 0.1 -0.1 -0.1 -0.238
C 8.679 -6.027 -7.563 0.1 0.1 0.3 -0.306
O 7.651 -5.539 -7.993 -0.1 0.0 -0.1 0.112
C 9.227 -5.768 -6.246 -0.1 0.1 0.0 0.079
C 10.377 -6.360 -5.895 -0.1 0.1 0.1 -0.232
C 11.126 -7.285 -6.820 -0.1 -0.1 -0.3 -0.317
O 12.170 -7.759 -6.410 0.0 0.0 0.1 0.099
O 10.959 -6.190 -4.715 0.0 0.0 0.0 0.116
O 8.824 -7.155 -9.653 0.0 0.0 0.0 0.114
H 11.103 -8.233 -8.782 0.0 0.0 0.0 0.133
H 8.686 -5.102 -5.584 0.1 -0.1 -0.1 0.105
H 11.773 -6.729 -4.735 0.0 0.0 0.0 0.116
H 8.017 -6.604 -9.633 0.0 0.1 0.0 0.119
C 0.047 11.707 -2.925 -0.1 0.1 -0.1 0.064
C 0.884 10.855 -2.319 0.0 0.2 0.0 -0.238
C 0.708 9.356 -2.400 -0.1 -0.2 0.0 -0.302
O 1.548 8.691 -1.822 0.0 0.0 0.0 0.106
C -0.420 8.826 -3.142 0.1 -0.2 0.1 0.092
C -1.256 9.684 -3.744 -0.1 -0.2 0.0 -0.232
C -1.069 11.177 -3.683 0.2 0.3 0.1 -0.319
O -1.875 11.872 -4.279 -0.1 -0.1 0.0 0.091
O -2.320 9.305 -4.446 0.1 0.0 0.0 0.115
O 1.932 11.232 -1.602 0.0 0.0 0.0 0.110
H 0.166 12.780 -2.874 0.0 0.0 0.0 0.131
H -0.554 7.751 -3.180 0.0 0.0 0.0 0.134
H -2.735 10.127 -4.765 0.0 0.1 0.0 0.112
H 2.346 10.400 -1.293 0.0 -0.1 0.0 0.118
C -2.843 -7.486 5.969 -0.1 -0.2 0.0 0.076
C -2.417 -6.493 5.174 -0.1 -0.1 0.1 -0.228
C -1.188 -5.680 5.501 0.2 0.0 0.2 -0.300
O -0.870 -4.813 4.711 -0.2 -0.1 0.0 0.106
C -0.466 -5.973 6.726 0.1 0.1 -0.1 0.079
C -0.895 -6.964 7.517 0.1 0.1 0.0 -0.236
C -2.108 -7.791 7.176 -0.2 0.0 -0.3 -0.303
O -2.405 -8.690 7.946 0.1 0.0 0.2 0.089
O -0.303 -7.311 8.653 0.0 0.0 0.0 0.113
O -3.022 -6.140 4.053 0.0 0.0 0.0 0.127
H -3.719 -8.079 5.752 0.0 0.0 0.0 0.116
H 0.404 -5.375 6.958 0.0 0.0 0.0 0.137
H -0.821 -8.057 9.009 0.0 -0.1 0.0 0.116
H -2.507 -5.398 3.680 0.0 0.0 0.0 0.124
C -6.331 0.116 -2.535 -0.2 0.0 0.0 0.069
C -5.097 0.593 -2.776 -0.1 -0.1 0.2 -0.236
C -4.881 1.904 -3.501 -0.1 0.1 -0.1 -0.301
O -3.742 2.270 -3.685 0.1 -0.1 0.0 0.136
C -6.053 2.644 -3.950 0.0 0.1 0.0 0.085
C -7.273 2.158 -3.702 0.2 0.1 0.0 -0.224
C -7.488 0.863 -2.967 0.2 -0.2 0.1 -0.320
O -8.645 0.521 -2.781 -0.1 0.1 -0.1 0.092
O -8.403 2.756 -4.075 0.0 0.2 0.1 0.065
O -4.005 -0.040 -2.400 0.1 0.1 -0.2 0.098
H -6.498 -0.817 -2.016 0.0 0.0 0.0 0.133
H -5.888 3.574 -4.477 0.0 0.0 0.0 0.137
H -9.131 2.175 -3.779 0.0 -0.1 0.0 0.110
H -3.233 0.507 -2.651 0.1 0.1 0.1 0.096
C -7.696 -11.685 8.072 -0.1 -0.1 0.1 0.072
C -7.272 -10.693 7.276 -0.1 -0.1 0.0 -0.235
C -6.046 -9.877 7.602 0.2 0.0 0.3 -0.299
O -5.734 -9.002 6.814 -0.2 0.0 -0.2 0.101
C -5.321 -10.165 8.822 0.1 0.2 0.0 0.079
C -5.748 -11.153 9.620 0.1 0.1 -0.1 -0.233
C -6.960 -11.985 9.285 -0.2 0.0 -0.2 -0.315
O -7.258 -12.871 10.065 0.1 0.0 0.1 0.102
O -5.154 -11.491 10.756 0.0 0.0 0.0 0.117
O -7.878 -10.342 6.152 0.0 0.0 0.0 0.119
H -8.571 -12.277 7.849 0.0 0.0 0.0 0.134
H -4.452 -9.561 9.042 0.0 -0.1 0.0 0.118
H -5.671 -12.236 11.119 0.0 0.0 0.0 0.118
H -7.359 -9.602 5.782 0.0 0.0 0.0 0.121
C -11.607 2.280 -7.942 0.0 -0.1 0.1 0.075
C -11.924 3.015 -9.016 0.0 -0.1 0.1 -0.239
C -11.301 4.364 -9.283 0.2 0.2 0.2 -0.319
O -11.653 4.937 -10.300 -0.1 0.0 -0.1 0.095
C -10.344 4.887 -8.335 -0.1 0.1 -0.1 0.070
C -10.022 4.157 -7.255 0.1 0.2 0.0 -0.230
C -10.635 2.799 -6.999 -0.1 0.0 -0.1 -0.301
O -10.260 2.230 -5.995 -0.3 -0.3 0.0 0.113
O -9.155 4.545 -6.339 -0.1 -0.1 -0.1 0.125
O -12.800 2.636 -9.935 0.0 0.0 0.0 0.111
H -12.047 1.314 -7.742 0.0 0.0 0.0 0.134
H -9.911 5.858 -8.531 0.0 0.0 0.0 0.134
H -9.079 3.829 -5.669 0.1 0.0 0.0 0.093
H -12.824 3.359 -10.593 0.0 0.1 0.0 0.117
```
Positions in Å, forces in eV/Å.

Computed properties:
Total charge: -1



[2]
The following is a DFT calculation (ωB97M-V/def2-TZVPD) of a cluster of 2 separate species, C2H3Br2FO in total at a distorted geometry.

```
9
Properties=species:S:1:pos:R:3:forces:R:3:nbo_charge:R:1
C 0.772 0.066 0.558 2.5 0.1 1.0 -0.510
C -0.362 0.146 -0.304 -2.8 -2.4 0.2 0.489
O -0.421 -0.517 -1.465 -1.0 3.6 0.6 -0.576
F -1.147 -1.627 1.028 0.8 1.5 -1.0 -0.739
Br 2.217 1.329 -0.193 -0.9 -0.8 0.2 -0.021
Br -1.788 1.155 0.309 0.1 0.3 -0.7 0.242
H 1.067 -0.967 0.463 0.8 -0.2 0.1 0.298
H 0.746 0.376 1.632 -0.8 -0.3 -1.4 0.294
H -1.084 0.039 -2.028 1.2 -1.8 1.0 0.522
```
Positions in Å, forces in eV/Å.

Computed properties:
Total charge: 0



[3]
The following is a DFT calculation (ωB97M-V/def2-TZVPD) of a cluster of 5 separate species, C2H12O5 in total at a distorted geometry.

```
19
Properties=species:S:1:pos:R:3:forces:R:3:nbo_charge:R:1
C 2.428 1.809 0.578 -0.1 0.5 0.5 -0.475
C 2.524 0.582 1.053 -1.1 0.1 0.4 0.120
O 1.449 -0.293 0.913 0.4 0.5 -0.2 -0.721
H 3.097 2.596 0.898 0.3 -0.2 -0.2 0.213
H 1.557 2.135 0.025 0.0 -0.2 -0.2 0.205
H 3.283 0.215 1.732 0.3 0.1 -0.2 0.177
H 1.823 -1.157 0.775 0.0 -0.7 0.0 0.482
H -0.783 -2.261 0.098 0.0 -0.2 0.0 0.453
H -2.123 -1.830 -0.416 0.0 -0.1 0.2 0.492
O -1.696 -2.563 0.066 0.0 0.2 -0.2 -0.960
H -0.440 -0.726 -3.341 -0.2 0.0 0.1 0.472
H -0.045 0.069 -2.086 -0.3 -0.1 0.0 0.478
O 0.302 -0.304 -2.902 0.4 0.0 0.0 -0.950
H -3.267 0.227 -1.020 -0.1 0.5 0.5 0.486
H -1.971 0.483 -0.054 -0.8 0.3 0.3 0.513
O -2.349 0.040 -0.833 0.7 -0.7 -0.9 -1.012
H -0.701 0.364 1.792 0.0 0.0 -0.1 0.498
H -0.919 1.859 1.574 0.0 0.0 0.0 0.481
O -1.376 1.012 1.547 0.1 0.0 0.0 -0.951
```
Positions in Å, forces in eV/Å.

Computed properties:
SMILES string: C=CO.O.O.O.O
Total charge: 0



[4]
The following is a DFT calculation (ωB97M-V/def2-TZVPD) of the molecule C27H30N2O3S.

```
63
Properties=species:S:1:pos:R:3:forces:R:3:nbo_charge:R:1
C -4.135 -1.458 3.452 0.2 -0.3 0.4 -0.239
H -3.473 -2.205 3.010 -0.1 0.1 0.1 0.182
O -4.928 -0.819 2.479 0.0 0.2 -0.3 -0.497
C -4.374 -0.068 1.483 -0.1 0.1 -0.1 0.235
C -5.309 0.521 0.636 0.2 -0.2 0.2 -0.233
C -4.934 1.306 -0.435 0.1 0.0 0.0 -0.223
C -3.592 1.539 -0.684 0.0 0.2 0.0 -0.031
C -2.650 0.961 0.160 0.0 0.0 0.1 -0.313
C -3.007 0.158 1.234 0.1 -0.2 0.2 0.297
O -2.081 -0.429 2.064 -0.6 0.1 -0.1 -0.525
C -0.715 -0.240 1.796 0.3 0.0 -0.1 -0.259
H -0.435 -0.633 0.813 0.0 0.0 0.0 0.193
H -0.194 -0.800 2.572 0.1 0.0 -0.1 0.195
H -0.430 0.816 1.859 0.0 0.0 0.0 0.176
H -1.606 1.150 -0.038 0.1 0.0 0.0 0.223
C -3.135 2.316 -1.885 0.0 -0.3 -0.1 -0.431
H -3.866 3.080 -2.152 0.0 0.1 0.0 0.216
H -2.180 2.801 -1.677 0.0 0.1 0.0 0.221
C -2.942 1.371 -3.089 0.1 0.3 -0.1 -0.212
N -2.118 0.238 -2.743 -0.1 -0.2 -0.1 -0.613
C -0.763 0.336 -2.705 -0.3 -0.1 -0.1 0.664
O -0.158 1.274 -3.192 0.1 0.2 0.0 -0.626
C -0.072 -0.792 -2.017 0.3 -0.3 0.2 -0.143
C 1.182 -0.521 -1.491 -0.1 0.1 -0.1 -0.199
C 1.934 -1.479 -0.798 -0.4 0.0 -0.2 0.152
C 1.311 -2.723 -0.586 0.1 -0.3 0.2 -0.216
C 0.064 -3.000 -1.128 0.1 0.1 0.0 -0.202
C -0.629 -2.059 -1.860 0.0 0.2 -0.1 -0.231
H -1.579 -2.319 -2.301 -0.1 0.0 0.0 0.216
H -0.354 -3.982 -0.961 -0.1 -0.1 0.0 0.222
S 2.056 -3.999 0.388 0.2 0.2 0.1 0.254
C 3.104 -2.906 1.389 -0.2 -0.2 -0.3 -0.531
C 3.975 -2.075 0.466 0.2 -0.2 0.2 -0.211
N 3.197 -1.179 -0.356 0.2 0.0 0.1 -0.433
C 3.884 0.002 -0.819 -0.1 0.0 -0.1 -0.220
C 3.611 1.243 0.004 0.0 0.0 0.0 -0.062
C 4.253 2.431 -0.326 -0.1 0.0 0.0 -0.193
C 4.030 3.578 0.410 0.0 0.0 0.0 -0.206
C 3.161 3.572 1.496 0.0 0.0 0.0 -0.010
C 2.522 2.385 1.819 0.0 0.1 0.0 -0.220
C 2.744 1.233 1.084 0.1 -0.1 -0.1 -0.168
H 2.231 0.322 1.355 0.0 -0.1 0.0 0.202
H 1.842 2.356 2.659 -0.1 0.0 0.1 0.205
C 2.928 4.826 2.283 0.0 0.0 0.0 -0.629
H 2.273 4.640 3.130 0.0 0.0 0.1 0.214
H 2.472 5.588 1.652 0.0 0.1 0.0 0.221
H 3.873 5.223 2.653 0.0 0.1 0.1 0.219
H 4.536 4.494 0.140 0.1 0.1 0.0 0.209
H 4.930 2.454 -1.168 0.1 0.0 -0.1 0.208
H 4.960 -0.204 -0.801 -0.1 0.0 -0.1 0.213
H 3.620 0.194 -1.865 0.1 0.0 0.1 0.221
H 4.655 -1.468 1.074 0.0 0.0 -0.1 0.207
H 4.581 -2.753 -0.156 0.0 0.1 0.2 0.194
H 3.709 -3.543 2.030 0.0 0.0 0.0 0.239
H 2.457 -2.274 2.000 0.1 0.0 0.1 0.216
H 1.558 0.480 -1.628 0.1 0.1 0.0 0.237
H -2.556 -0.450 -2.150 0.2 0.0 0.0 0.402
H -3.908 0.998 -3.436 0.1 0.1 0.0 0.197
H -2.443 1.907 -3.899 -0.1 -0.1 0.0 0.229
H -5.689 1.740 -1.074 -0.1 0.1 -0.1 0.210
H -6.350 0.334 0.849 -0.1 0.0 0.0 0.225
H -4.845 -1.950 4.116 0.1 0.0 0.0 0.186
H -3.540 -0.742 4.024 0.0 -0.1 0.0 0.181
```
Positions in Å, forces in eV/Å.

Computed properties:
SMILES string: COc1ccc(CCNC(=O)c2ccc3c(c2)N(Cc2ccc(C)cc2)CCS3)cc1OC
Total charge: 0



Number 1: orbital gap 5.3 eV, LUMO level -0.7 eV. Number 2: orbital gap 7.9 eV, LUMO level -1.9 eV. Number 3: orbital gap 10.4 eV, LUMO level 0.4 eV. Number 4: orbital gap 8.2 eV, LUMO level 0.6 eV.